Record 1
Molecular formula: C5H10N2S
Method: DFT, ωB97M-V/def2-TZVPD

Properties
energy	-19160.1847	eV
frontier orbital gap	9.15	eV
molar mass	130.2	g mol⁻¹

ORCA input file:
```
! RIJCOSX wB97M-V def2-TZVPD def2/J DEFGRID3
* xyz 0 1
N 2.06 0.11 1.34
C 1.83 0.26 -0.19
C 0.64 -0.02 -1.00
C -0.33 1.14 -1.14
C -0.96 1.60 0.19
C -1.72 0.46 0.82
N -1.36 -0.79 0.75
S -0.39 -1.50 -0.37
H 1.57 0.77 1.82
H 1.94 -0.83 1.76
H 2.67 -0.37 -0.74
H 2.17 1.24 -0.53
H 1.06 -0.43 -1.89
H -1.20 0.83 -1.78
H 0.40 1.77 -1.88
H -1.60 2.42 -0.05
H -0.12 2.07 0.88
H -2.43 0.58 1.63
*
```

Here are the Löwdin charges for atoms 1 to 6, given in e:
1 N 0.0277
2 C -0.2873
3 C -0.5991
4 C -0.2356
5 C -0.1801
6 C -0.2280

***

Record 2
Molecular formula: C19H22ClN2OReS4
Method: DFT, ωB97M-V/def2-TZVPD

Properties
energy	-83076.3377	eV
frontier orbital gap (spin up / spin down)	5.98 / 6.33	eV
molar mass	644.3	g mol⁻¹

ORCA input file:
```
! RIJCOSX wB97M-V def2-TZVPD def2/J DEFGRID3
* xyz 1 4
Re -1.75 -1.51 1.76
C -3.35 -1.28 4.65
C -2.63 -0.17 3.94
C -3.21 0.46 2.81
C -2.66 1.65 2.31
C -1.55 2.21 2.90
C -0.94 1.56 3.98
C -1.45 0.38 4.47
H -3.94 -0.85 5.46
H -2.66 -2.00 5.10
H -4.03 -1.82 4.00
H -4.19 0.15 2.48
H -3.14 2.14 1.47
H -1.15 3.15 2.55
H -0.05 1.99 4.43
H -0.98 -0.10 5.32
S -5.20 -1.52 -1.21
C -3.96 -1.60 -0.17
S -2.45 -0.73 -0.34
S -3.87 -2.57 1.27
C 0.43 2.73 -2.24
C 1.69 2.79 -1.38
C 1.59 1.87 -0.16
N 1.55 0.48 -0.60
C 1.00 -0.52 0.05
S 0.38 -0.24 1.64
N 0.92 -1.77 -0.47
C 1.13 -2.33 -1.77
O 0.51 -3.31 -2.03
C 2.10 -1.70 -2.71
C 3.42 -1.45 -2.34
C 4.31 -0.94 -3.28
C 3.88 -0.68 -4.58
C 2.56 -0.94 -4.94
C 1.68 -1.47 -4.02
H 0.53 3.37 -3.12
H -0.44 3.07 -1.68
H 0.23 1.72 -2.59
H 1.84 3.81 -1.01
H 2.57 2.52 -1.97
H 0.68 2.09 0.40
H 2.44 2.02 0.51
H 1.96 0.29 -1.50
H 0.41 -2.43 0.10
H 3.77 -1.68 -1.34
H 5.34 -0.77 -3.01
H 4.57 -0.28 -5.31
H 2.23 -0.75 -5.95
H 0.66 -1.71 -4.29
Cl -0.77 -3.33 2.42
*
```

Here are the Löwdin charges for atoms 1 to 6, given in e:
1 Re 0.5655
2 C -0.0536
3 C -0.3720
4 C -0.1682
5 C -0.0852
6 C -0.0955

***

Record 3
Molecular formula: H29O14
Method: DFT, ωB97M-V/def2-TZVPD

Properties
energy	-29125.4649	eV
frontier orbital gap	10.36	eV
molar mass	253.2	g mol⁻¹

ORCA input file:
```
! RIJCOSX wB97M-V def2-TZVPD def2/J DEFGRID3
* xyz 1 1
O -3.79 -3.11 0.57
H 0.41 2.65 2.43
O 0.73 1.43 0.68
H 1.00 0.83 1.50
H 0.08 1.74 3.54
O -0.66 3.03 -3.06
H 3.62 -0.76 0.32
H -0.37 2.90 -4.06
O -1.63 3.23 0.36
H -0.64 3.08 0.17
H -1.56 4.14 0.61
O -0.11 -0.90 -4.99
H 0.51 -0.98 -4.42
H -0.44 -1.72 -5.34
O 0.25 -2.04 -0.13
H 0.40 -1.11 -0.11
H 0.01 -2.19 -0.99
O -1.97 -0.28 -0.26
H -1.41 -0.98 0.28
H -2.20 -0.81 -0.98
O 2.61 -1.99 -1.95
H 3.60 -1.99 -1.81
H 2.33 -2.31 -1.07
O 0.13 -0.43 2.93
H -0.39 -1.17 3.27
H -4.29 -3.31 -0.22
O -0.25 2.62 3.18
H -2.31 2.21 1.67
H -1.57 3.51 -3.21
O 2.87 -0.35 0.18
H 0.54 0.84 0.00
H 2.99 -2.66 3.77
O 2.18 -2.26 3.21
H 1.06 -0.77 3.41
H 1.52 -3.09 3.46
O -2.10 1.10 1.78
H -1.13 1.16 1.33
H -2.59 0.46 0.96
O 1.10 0.78 -1.91
H 0.66 0.31 -2.60
H 1.38 1.69 -2.19
H -3.11 -2.74 0.10
H 2.54 0.25 -0.42
*
```

Here are the Löwdin charges for atoms 1 to 6, given in e:
1 O -0.0023
2 H 0.0338
3 O -0.0771
4 H 0.1067
5 H 0.0581
6 O -0.1616

***

Record 4
Molecular formula: C17H12ClF6N4O5ReS2Se2
Method: DFT, ωB97M-V/def2-TZVPD

Properties
energy	-217335.6455	eV
frontier orbital gap (spin up / spin down)	7.16 / 7.55	eV
molar mass	910.0	g mol⁻¹

ORCA input file:
```
! RIJCOSX wB97M-V def2-TZVPD def2/J DEFGRID3
* xyz 1 2
Re 0.54 -0.08 -0.23
F -3.55 -0.89 0.88
C -3.16 -2.08 1.33
F -3.16 -2.95 0.32
F -3.97 -2.49 2.28
S -1.44 -1.97 1.98
O -0.73 -1.45 0.77
O -1.02 -3.29 2.30
N -1.55 -1.01 3.17
S -0.73 0.32 3.48
O -0.36 0.41 4.84
O 0.27 0.59 2.46
C -2.08 1.57 3.28
F -2.69 1.40 2.10
F -2.96 1.42 4.25
F -1.56 2.79 3.32
Se -0.23 -0.28 -3.67
Se -2.27 -0.58 -2.62
C -2.20 0.98 -1.51
C -3.28 1.84 -1.60
C -3.25 3.05 -0.91
C -2.12 3.35 -0.17
C -1.11 2.42 -0.09
N -1.13 1.23 -0.73
C 0.55 -1.83 -2.85
C 0.98 -2.87 -3.66
C 1.37 -4.06 -3.08
C 1.26 -4.19 -1.70
C 0.85 -3.10 -0.96
N 0.55 -1.92 -1.51
H -4.11 1.58 -2.24
H -4.08 3.74 -0.99
H -2.02 4.29 0.36
H -0.23 2.63 0.52
H 0.96 -2.75 -4.73
H 1.71 -4.89 -3.69
H 1.49 -5.11 -1.20
H 0.74 -3.18 0.11
O 1.53 1.26 -0.32
Cl 5.87 -1.86 -0.74
C 4.50 -1.83 0.30
C 4.54 -2.40 1.56
C 3.40 -2.33 2.34
C 2.27 -1.70 1.84
N 2.24 -1.16 0.62
C 3.34 -1.22 -0.14
H 5.44 -2.88 1.91
H 3.38 -2.75 3.33
H 1.38 -1.62 2.45
H 3.30 -0.75 -1.11
*
```

Here are the Löwdin charges for atoms 1 to 6, given in e:
1 Re 1.4923
2 F 0.1379
3 C -0.6815
4 F 0.1542
5 F 0.1861
6 S 0.6427

***

Record 5
Molecular formula: CH3NO4S
Method: DFT, ωB97M-V/def2-TZVPD

Properties
energy	-21594.0027	eV
frontier orbital gap	6.58	eV
molar mass	125.1	g mol⁻¹

ORCA input file:
```
! RIJCOSX wB97M-V def2-TZVPD def2/J DEFGRID3
* xyz 0 1
C -0.21 -0.51 -1.50
N -0.40 0.24 2.18
O -1.07 -0.65 1.69
O 0.32 0.95 1.38
O 2.02 0.79 -1.26
O -0.40 0.50 3.37
S 0.64 1.03 -1.04
H -0.95 -0.23 -2.19
H -0.33 -1.02 -0.57
H 0.37 -1.11 -2.07
*
```

Here are the Löwdin charges for atoms 1 to 6, given in e:
1 C -0.2073
2 N -0.5845
3 O 0.0094
4 O -0.1360
5 O -0.3985
6 O 0.0672

***

Record 6
Molecular formula: C8H9NO3
Method: DFT, ωB97M-V/def2-TZVPD

Properties
energy	-16067.3628	eV
frontier orbital gap (spin up / spin down)	8.35 / 7.40	eV
molar mass	167.2	g mol⁻¹

ORCA input file:
```
! RIJCOSX wB97M-V def2-TZVPD def2/J DEFGRID3
* xyz 0 1
N 0.19 5.14 0.72
O -0.89 5.66 0.81
O 1.31 5.58 0.80
C -0.21 -3.86 0.11
C -0.11 -2.38 -0.01
C -1.27 -1.58 -0.08
C -1.18 -0.18 -0.20
C 0.05 0.50 -0.15
C 1.20 -0.32 -0.18
C 1.13 -1.72 -0.06
C 0.15 2.09 -0.32
O 0.14 3.11 0.54
H 0.77 -4.34 0.14
H -0.76 -4.19 1.00
H -0.76 -4.31 -0.74
H -2.25 -2.08 -0.02
H -2.10 0.41 -0.36
H 2.19 0.16 -0.32
H 2.05 -2.33 0.02
H 1.13 2.26 -0.84
H -0.79 2.37 -0.86
*
```

Here are the Löwdin charges for atoms 1 to 6, given in e:
1 N -0.2462
2 O 0.1009
3 O 0.1023
4 C -0.0624
5 C -0.2894
6 C -0.0422

***

Record 7
Molecular formula: B2H8InN2O6
Method: DFT, ωB97M-V/def2-TZVPD

Properties
energy	-21907.4174	eV
frontier orbital gap	3.59	eV
molar mass	268.5	g mol⁻¹

ORCA input file:
```
! RIJCOSX wB97M-V def2-TZVPD def2/J DEFGRID3
* xyz -1 1
In -0.63 -0.41 -1.61
N 1.85 0.60 1.58
O 1.27 0.12 2.54
O 2.93 1.17 1.61
O 1.33 0.46 0.43
N -1.51 2.21 1.04
O -1.36 1.33 1.88
O -2.09 3.27 1.30
O -1.11 2.02 -0.12
B -2.15 -1.24 0.99
H -1.01 -1.12 1.30
H -2.89 -0.84 1.82
H -2.37 -0.54 -0.01
H -2.34 -2.34 0.59
B 2.05 -0.91 -2.67
H 2.14 -0.25 -1.68
H 1.21 -0.51 -3.46
H 3.08 -1.05 -3.24
H 1.58 -1.96 -2.30
*
```

Here are the Löwdin charges for atoms 1 to 6, given in e:
1 In 1.2562
2 N -0.5900
3 O 0.0721
4 O 0.0586
5 O -0.0575
6 N -0.5910

***

Record 8
Molecular formula: C33H25Cl3N4O4PTa
Method: DFT, ωB97M-V/def2-TZVPD

Properties
energy	-97173.3905	eV
frontier orbital gap	7.43	eV
molar mass	859.9	g mol⁻¹

ORCA input file:
```
! RIJCOSX wB97M-V def2-TZVPD def2/J DEFGRID3
* xyz 2 1
Ta 1.62 -2.01 0.83
C -2.70 -0.49 -3.90
C -1.75 -1.35 -3.39
C -0.97 -0.97 -2.31
C -1.15 0.29 -1.74
C -2.07 1.17 -2.28
C -2.86 0.78 -3.35
N -0.30 0.69 -0.62
C 0.97 1.24 -1.03
C 1.05 2.56 -1.46
C 2.25 3.08 -1.93
C 3.38 2.28 -1.99
C 3.31 0.95 -1.60
C 2.12 0.43 -1.12
N 2.03 -0.93 -0.71
N 3.00 -1.79 -1.19
C 2.66 -3.09 -1.19
C 3.48 -4.07 -1.82
C 3.02 -5.33 -1.92
C 1.75 -5.70 -1.36
C 1.04 -4.79 -0.68
N 1.50 -3.48 -0.54
H -3.31 -0.79 -4.74
H -1.61 -2.33 -3.83
H -0.23 -1.65 -1.90
H -2.17 2.17 -1.87
H -3.59 1.46 -3.76
H 0.16 3.17 -1.45
H 2.30 4.11 -2.26
H 4.31 2.68 -2.36
H 4.17 0.30 -1.66
H 4.42 -3.74 -2.25
H 3.60 -6.08 -2.44
H 1.38 -6.70 -1.47
H 0.10 -5.01 -0.19
O 0.41 -0.41 3.93
C 0.26 -0.21 2.78
O 0.18 -1.27 1.86
C 0.21 1.14 2.10
P -1.02 1.29 0.77
C -1.44 3.03 0.73
C -2.72 3.41 0.32
C -3.04 4.76 0.24
C -2.09 5.72 0.58
C -0.82 5.34 0.99
C -0.49 4.00 1.07
C -2.46 0.37 1.25
C -2.87 -0.84 0.69
C -3.96 -1.51 1.23
C -4.63 -0.99 2.33
C -4.21 0.20 2.90
C -3.13 0.89 2.37
H 1.21 1.38 1.72
H -0.02 1.89 2.86
H -3.46 2.67 0.08
H -4.03 5.06 -0.07
H -2.35 6.77 0.52
H -0.09 6.09 1.25
H 0.51 3.72 1.38
H -2.36 -1.25 -0.17
H -4.29 -2.44 0.78
H -5.47 -1.52 2.74
H -4.73 0.60 3.76
H -2.83 1.82 2.81
Cl 4.16 -3.67 4.71
C 4.56 -2.44 3.54
Cl 4.82 -0.89 4.31
Cl 5.95 -2.91 2.54
C 3.44 -2.32 2.51
O 3.29 -1.25 1.80
O 2.63 -3.25 2.26
*
```

Here are the Löwdin charges for atoms 1 to 6, given in e:
1 Ta 1.9314
2 C -0.0492
3 C -0.0493
4 C -0.0401
5 C -0.2724
6 C -0.0177

***

Record 9
Molecular formula: C21H26AsBrF3
Method: DFT, ωB97M-V/def2-TZVPD

Properties
energy	-161227.9722	eV
frontier orbital gap	5.36	eV
molar mass	490.3	g mol⁻¹

ORCA input file:
```
! RIJCOSX wB97M-V def2-TZVPD def2/J DEFGRID3
* xyz -1 1
As 2.07 -2.87 -0.02
C 3.10 -1.10 -0.35
C 2.15 0.08 -0.37
C 2.80 1.43 -0.66
Br 2.48 2.80 0.72
H 0.86 -2.29 -0.85
H 2.70 -3.53 -1.36
H 3.33 -3.44 0.83
H 1.47 -2.18 1.33
H 1.24 -4.20 0.27
H 3.63 -1.20 -1.31
H 3.85 -1.01 0.45
H 1.40 -0.11 -1.14
H 1.61 0.12 0.58
H 2.43 1.90 -1.57
H 3.89 1.36 -0.71
F -0.88 -1.00 -2.31
C -1.62 0.10 -2.50
C -1.29 1.24 -1.80
C -2.05 2.38 -2.00
C -3.11 2.38 -2.89
C -3.42 1.21 -3.58
C -2.67 0.06 -3.40
H -0.46 1.21 -1.10
H -1.79 3.28 -1.46
H -3.69 3.28 -3.04
H -4.25 1.20 -4.28
H -2.89 -0.86 -3.93
F 3.19 -6.27 0.59
C 2.72 -6.49 1.82
C 3.62 -6.58 2.87
C 3.13 -6.82 4.15
C 1.77 -6.96 4.36
C 0.89 -6.86 3.29
C 1.36 -6.62 2.01
H 4.68 -6.44 2.67
H 3.82 -6.88 4.98
H 1.39 -7.14 5.36
H -0.18 -6.96 3.46
H 0.70 -6.51 1.16
F -2.13 5.65 -2.27
C -2.65 6.18 -1.14
C -1.84 6.26 -0.03
C -2.39 6.80 1.13
C -3.71 7.24 1.16
C -4.49 7.14 0.02
C -3.96 6.61 -1.15
H -0.83 5.91 -0.07
H -1.78 6.86 2.02
H -4.12 7.65 2.07
H -5.52 7.48 0.03
H -4.55 6.52 -2.06
*
```

Here are the Löwdin charges for atoms 1 to 6, given in e:
1 As 0.3711
2 C -0.4703
3 C -0.4328
4 C -0.5979
5 Br 0.4960
6 H -0.0960

***

Record 10
Molecular formula: C17H26O4
Method: DFT, ωB97M-V/def2-TZVPD

Properties
energy	-26241.2400	eV
frontier orbital gap	7.73	eV
molar mass	294.4	g mol⁻¹

ORCA input file:
```
! RIJCOSX wB97M-V def2-TZVPD def2/J DEFGRID3
* xyz 0 1
C 4.41 1.29 -1.42
C 4.86 0.85 -0.03
C 3.70 0.38 0.85
C 3.15 -0.98 0.44
C 1.90 -1.36 1.23
C 1.41 -2.76 0.86
C 0.04 -3.10 1.44
C -1.13 -2.35 0.79
C -1.37 -2.78 -0.66
C -2.52 -2.04 -1.33
C -2.11 -0.71 -1.98
C -1.66 0.33 -0.99
C -0.39 0.81 -0.96
O 0.58 0.41 -1.78
C 0.05 1.87 0.01
O 1.21 2.27 -0.10
C -0.90 2.34 0.97
C -2.16 1.87 0.96
O -3.12 2.25 1.79
C -2.62 0.85 -0.05
O -3.81 0.53 0.01
H 3.97 0.46 -1.98
H 3.67 2.08 -1.33
H 5.25 1.67 -1.99
H 5.36 1.69 0.46
H 5.59 0.04 -0.13
H 4.04 0.33 1.89
H 2.91 1.13 0.80
H 3.93 -1.74 0.60
H 2.91 -0.99 -0.62
H 2.12 -1.33 2.30
H 1.12 -0.63 1.04
H 2.14 -3.49 1.22
H 1.38 -2.85 -0.23
H -0.14 -4.17 1.33
H 0.05 -2.87 2.51
H -0.94 -1.28 0.83
H -2.03 -2.55 1.36
H -0.46 -2.63 -1.25
H -1.59 -3.85 -0.66
H -3.32 -1.86 -0.61
H -2.93 -2.67 -2.13
H -2.98 -0.31 -2.51
H -1.31 -0.88 -2.70
H 1.38 0.93 -1.53
H -0.58 3.08 1.69
H -3.92 1.75 1.52
*
```

Here are the Löwdin charges for atoms 1 to 6, given in e:
1 C -0.1093
2 C -0.2581
3 C -0.2232
4 C -0.2154
5 C -0.2054
6 C -0.2098

***

Record 11
Molecular formula: C7H10O2
Method: DFT, ωB97M-V/def2-TZVPD

Properties
energy	-11509.9485	eV
frontier orbital gap	9.62	eV
molar mass	126.2	g mol⁻¹

ORCA input file:
```
! RIJCOSX wB97M-V def2-TZVPD def2/J DEFGRID3
* xyz 0 1
C -1.96 0.81 0.47
C -1.01 0.05 1.08
C -0.22 -0.86 0.13
C 1.21 -1.12 0.65
O 2.12 0.03 0.25
C 1.32 1.31 0.05
O 0.53 1.18 -1.06
C 0.23 -0.10 -1.18
C -0.95 -0.99 -1.18
H -2.18 0.98 -0.62
H -2.66 1.46 0.99
H -0.88 -0.11 2.17
H 1.27 -1.13 1.83
H 1.85 -1.89 0.29
H 2.15 1.82 -0.32
H 0.84 1.68 0.96
H 1.02 -0.71 -1.78
H -0.64 -1.79 -1.68
H -2.04 -0.61 -1.06
*
```

Here are the Löwdin charges for atoms 1 to 6, given in e:
1 C -0.0121
2 C -0.0964
3 C -0.2796
4 C -0.0953
5 O -0.1592
6 C -0.1585

***

Record 12
Molecular formula: C5H6N2S
Method: DFT, ωB97M-V/def2-TZVPD

Properties
energy	-19095.4755	eV
frontier orbital gap	8.77	eV
molar mass	126.2	g mol⁻¹

ORCA input file:
```
! RIJCOSX wB97M-V def2-TZVPD def2/J DEFGRID3
* xyz 0 1
N -2.05 2.09 -2.06
C -1.33 1.44 -1.45
C -0.31 0.50 -0.95
C -0.92 -0.45 0.12
C 0.33 -0.03 1.02
C 1.31 -1.17 0.99
S 2.56 -1.32 -0.01
N 0.58 1.04 0.11
H 0.20 -0.04 -1.78
H -1.82 -0.01 0.56
H -1.23 -1.51 -0.06
H 0.12 0.27 2.02
H 1.06 -1.96 1.73
H 1.50 1.13 -0.22
*
```

Here are the Löwdin charges for atoms 1 to 6, given in e:
1 N 0.1508
2 C -0.1729
3 C -0.2956
4 C -0.0634
5 C -0.3953
6 C -0.6181